This record from the Open Molecules 2025 dataset describes a 2-piece molecular cluster, C2H6F2N2O3S2 overall in a non-equilibrium geometry. The level of theory is the ωB97M-V functional and the def2-TZVPD basis.

Bonds (Å) are listed after each position.
Element x y z (Å)
1 S -0.15415 2.41365 -0.32558  S2 2.469, F3 1.633, O6 1.480, O7 1.411, N8 1.568
2 S -1.43351 0.34388 0.09276  S1 2.469, F4 1.625, O5 1.589, O6 2.104, N8 1.623
3 F 1.08867 1.76246 -1.16074  S1 1.633
4 F -2.24712 0.72460 1.44751  S2 1.625
5 O -2.55260 -0.28566 -0.84340  S2 1.589, H12 0.969
6 O 0.02180 1.62256 0.91297  S1 1.480, S2 2.104
7 O 0.09990 3.79543 -0.46036  S1 1.411
8 N -1.41681 1.65502 -0.86317  S1 1.568, S2 1.623
9 N 1.27166 -1.87229 -0.32382  C10 1.412, C11 1.262
10 C 2.08662 -1.01493 0.44722  N9 1.412, H15 1.029, H16 1.002, H17 1.029
11 C 0.14764 -2.23288 0.12316  N9 1.262, H13 1.094, H14 1.081
12 H -2.82895 0.39515 -1.47555  O5 0.969
13 H -0.49036 -1.91709 0.95451  C11 1.094
14 H -0.45432 -3.00817 -0.32962  C11 1.081
15 H 2.73385 -1.48401 1.09508  C10 1.029
16 H 2.63896 -0.54815 -0.24675  C10 1.002
17 H 1.48872 -0.34959 0.95577  C10 1.029

Orbital gap, eV: 9.8
LUMO energy, eV: 0.11
ΔE to the lowest compared entry with this formula, charge and spin, kJ/mol: 95.5
Maximum force, hartree/bohr: 0.07914
SMILES: O=S12(F)N=S1(O)(F)O2.C=NC